Below is a molecular structure, C34H45BClN6RuS3, with properties calculated with ωB97M-V with the def2-TZVPD basis set.

Summary:
DFT total energy = -3424.78950 hartree
ΔE to the lowest compared entry with this formula, charge and spin = 0.0 kJ/mol
Kohn-Sham gap = 6.31 eV
Total charge = +3

```
91
C34H45BClN6RuS3 (ωB97M-V with the def2-TZVPD basis set)
Ru 1.23515 2.59919 -0.60532
C 4.70641 -1.31034 -0.41854
C 3.30085 -1.29381 0.09370
C 2.78069 -2.26651 0.91193
C 1.46963 -2.16889 1.42443
N 0.66699 -1.20178 1.01927
N 1.15998 -0.28244 0.20124
B 0.19602 0.80662 -0.35854
N -1.00041 1.00833 0.62567
N -2.03596 0.20372 0.49407
C -3.04103 0.32803 1.34592
C -2.96843 1.26066 2.39705
C -1.89216 2.11208 2.52238
C -1.78707 3.16097 3.58352
C -0.90171 1.96137 1.54524
S 0.47161 3.07101 1.36022
C -4.24360 -0.56283 1.07602
C -5.38398 -0.28427 2.05384
C -4.72072 -0.28676 -0.35858
C -3.80614 -2.02877 1.19906
N -0.37393 0.35138 -1.73976
N -0.62116 -0.94823 -1.89493
C -1.23779 -1.32929 -2.99473
C -1.64054 -0.38072 -3.96403
C -1.36231 0.95211 -3.81469
C -1.73013 1.99901 -4.81794
C -0.67556 1.27987 -2.63234
S -0.09811 2.91576 -2.28980
C -1.50650 -2.80672 -3.19775
C -0.75336 -3.26165 -4.45816
C -3.01795 -3.01074 -3.38547
C -1.03537 -3.61448 -1.99372
C 2.42455 -0.23985 -0.20153
S 2.94848 1.26583 -0.97428
C 0.93215 -3.14927 2.45251
C -0.18664 -2.49822 3.26765
C 0.38345 -4.36501 1.68976
C 2.05100 -3.59689 3.40094
H 5.25853 -2.14967 -0.00345
H 5.22832 -0.38960 -0.15358
H 4.71664 -1.39562 -1.50661
H 3.40499 -3.09630 1.21499
H -3.78760 1.33311 3.09920
H -2.62999 3.10342 4.26757
H -1.77572 4.15725 3.13743
H -0.86804 3.04130 4.15922
H -5.73817 0.74675 1.99083
H -5.10366 -0.50236 3.08637
H -6.22652 -0.92939 1.80846
H -5.03676 0.75115 -0.48061
H -5.57623 -0.92415 -0.58180
H -3.93367 -0.50308 -1.08285
H -3.50241 -2.26755 2.21937
H -2.97724 -2.24825 0.52373
H -4.64387 -2.67735 0.94228
H -2.16256 -0.72273 -4.84833
H -2.27109 1.55895 -5.65185
H -0.83742 2.48983 -5.21002
H -2.35983 2.76731 -4.36630
H -1.08544 -2.73135 -5.35207
H -0.93648 -4.32310 -4.62323
H 0.32325 -3.11755 -4.35012
H -3.40570 -2.49227 -4.26318
H -3.57450 -2.67440 -2.50818
H -3.22070 -4.07238 -3.52429
H 0.03764 -3.50608 -1.82793
H -1.24868 -4.66912 -2.16640
H -1.55441 -3.30341 -1.08674
H -1.00905 -2.17880 2.63077
H 0.18214 -1.63383 3.82426
H -0.56925 -3.22198 3.98678
H -0.42728 -4.07318 1.02294
H -0.00374 -5.09367 2.40216
H 1.16097 -4.85577 1.10026
H 2.54254 -2.74677 3.87831
H 2.80534 -4.20757 2.90391
H 1.61975 -4.21389 4.18833
Cl 3.11460 6.43128 2.52791
C 4.42864 5.92728 1.58410
C 5.70901 6.14236 2.02937
C 6.78000 5.70778 1.24916
C 6.61513 5.03708 0.01770
C 5.35892 4.81065 -0.44061
C 4.20727 5.27235 0.30274
C 2.97836 5.20845 -0.25494
H 5.88694 6.64325 2.97063
H 7.78527 5.89262 1.61039
H 7.48606 4.72867 -0.54274
H 5.18607 4.31545 -1.38806
H 2.82296 4.79569 -1.24983
H 2.12025 5.67070 0.22024
```



Below is a gas-phase ion, C2H9N4O (charge +1) in a non-equilibrium geometry, with properties calculated with ωB97M-V with the def2-TZVPD basis set.

Summary:
DFT total energy = -375.46309 hartree
ΔE to the lowest compared entry with this formula, charge and spin = 615.5 kJ/mol
Kohn-Sham gap = 9.58 eV
Structure (SMILES) = CN(O)/C(N)=N\[NH3+]
Total charge = +1

```
16
C2H9N4O (ωB97M-V with the def2-TZVPD basis set)
C 1.88266 0.46227 -0.62665
N 0.56329 0.25471 -0.00127
O 0.69908 -0.15746 1.38164
C -0.63154 0.04726 -0.61513
N -0.83170 0.55321 -1.85386
N -2.00960 -0.46161 0.07672
N -1.84361 -1.22317 1.27446
H 2.45403 -0.37386 -0.15351
H 1.89425 0.12723 -1.71649
H 2.25646 1.52674 -0.52868
H 1.15247 0.58600 1.81736
H -1.58147 0.13153 -2.43649
H 0.03284 0.84695 -2.31251
H -1.80469 -2.26860 1.09511
H -0.94501 -0.88599 1.92141
H -2.77721 -1.02911 1.83002
```



Below is a molecular structure, C24H10Cl64NO6S3 in a non-equilibrium geometry, with properties calculated with ωB97M-V with the def2-TZVPD basis set.

Summary:
DFT total energy = -32073.38539 hartree
Kohn-Sham gap = 8.27 eV
Total charge = -1

```
108
C24H10Cl64NO6S3 (ωB97M-V with the def2-TZVPD basis set)
O 1.07095 -2.13238 1.03955
S -0.17046 -2.03995 0.32425
O -1.28438 -2.63375 1.01815
C -0.53990 -0.36606 -0.15796
S -0.59850 0.83056 1.23221
O -0.37663 0.06695 2.43269
O 0.48742 1.71939 0.89361
N -1.95541 1.66687 1.13422
S -3.14949 1.29507 2.16578
O -4.22312 2.23245 1.88629
O -2.76369 1.31385 3.55312
C -3.88920 -0.29419 1.76450
C -3.98527 -0.60992 0.28814
C -4.01287 0.36880 -0.68984
C -4.07575 0.04928 -2.03543
C -4.15571 -1.28162 -2.40573
C -4.18487 -2.28936 -1.45002
C -4.09532 -1.93054 -0.11158
H -0.04724 -2.69335 -0.86349
H 0.25050 -0.04785 -0.83558
H -1.47825 -0.31964 -0.71021
H -4.91559 -0.25024 2.13266
H -3.39527 -1.08696 2.32280
H -3.93815 1.40190 -0.38044
H -4.05039 0.83728 -2.77483
H -4.19078 -1.49826 -3.46175
H -4.24522 -3.35137 -1.66195
H -4.10829 -2.71872 0.62692
C -8.52734 -0.47036 -0.73219
Cl -9.30079 -0.88681 -2.27007
Cl -8.82428 -1.76958 0.43638
Cl -6.79961 -0.27026 -0.97215
Cl -9.21040 1.03836 -0.09266
C -4.93964 -0.40598 5.91692
Cl -5.52154 -1.18236 7.40598
Cl -4.30770 1.18823 6.29482
Cl -3.67418 -1.40493 5.20606
Cl -6.28959 -0.25427 4.78078
C 3.53241 1.98037 2.98049
Cl 2.97294 0.41656 2.44565
Cl 2.24763 2.82940 3.83028
Cl 4.92672 1.75837 4.07021
Cl 4.03092 2.95906 1.59104
C 2.28722 -3.20572 4.72882
Cl 1.88029 -3.92079 6.30376
Cl 3.06195 -1.64354 4.95325
Cl 3.42011 -4.26766 3.87358
Cl 0.83661 -3.00143 3.76647
C -5.42209 -4.97667 -4.88126
Cl -5.50072 -4.17130 -6.45451
Cl -4.26909 -6.31855 -4.96276
Cl -4.89542 -3.82233 -3.65347
Cl -7.01831 -5.60293 -4.45770
C -10.92795 2.91375 -4.17675
Cl -10.49311 4.58377 -4.57190
Cl -10.25648 2.46640 -2.61263
Cl -12.69161 2.77073 -4.13046
Cl -10.28569 1.83388 -5.42070
C -6.49809 4.51431 -1.28589
Cl -6.83952 4.60046 0.44052
Cl -5.40523 5.83080 -1.74043
Cl -5.74535 2.96492 -1.65726
Cl -8.00900 4.65754 -2.19958
C 6.34116 -7.29847 3.30514
Cl 7.58896 -6.06321 3.50695
Cl 5.84466 -7.89025 4.89333
Cl 4.96184 -6.59793 2.46199
Cl 6.98823 -8.64210 2.35223
C 2.71188 -10.13397 2.75211
Cl 2.57549 -8.56919 3.54524
Cl 4.05258 -11.04306 3.46188
Cl 1.21070 -11.04484 2.96228
Cl 3.01734 -9.89268 1.02766
C 6.92044 4.81524 -0.46472
Cl 7.18340 6.56162 -0.35682
Cl 7.07186 4.10772 1.13987
Cl 5.30092 4.51387 -1.10157
Cl 8.11991 4.10824 -1.55343
C 4.64924 -3.90550 -0.42631
Cl 4.57066 -2.95852 -1.91767
Cl 5.91707 -5.13399 -0.57306
Cl 5.01049 -2.84018 0.92887
Cl 3.09944 -4.70673 -0.14998
C 1.62485 7.29495 3.92848
Cl 1.20042 6.82778 5.57890
Cl 2.44354 8.86907 3.95691
Cl 2.69670 6.08490 3.23318
Cl 0.15883 7.41500 2.95564
C -1.96200 -4.01613 -8.94807
Cl -2.45507 -4.56806 -7.34957
Cl -1.39587 -2.34594 -8.85044
Cl -0.66030 -5.04364 -9.56082
Cl -3.34521 -4.10397 -10.04767
C 11.19721 5.57502 -4.29193
Cl 10.63034 4.02270 -4.91862
Cl 9.91248 6.32835 -3.35099
Cl 12.60760 5.31142 -3.26065
Cl 11.64419 6.62622 -5.64156
C 4.42081 9.88517 -1.42571
Cl 5.69760 11.10349 -1.29678
Cl 3.94670 9.35499 0.18919
Cl 3.02442 10.58397 -2.25267
Cl 5.02112 8.50244 -2.34266
C 8.98562 0.18837 1.97572
Cl 8.38268 -1.38515 1.44630
Cl 7.71698 1.02875 2.86613
Cl 10.39677 -0.04186 3.02011
Cl 9.45008 1.14645 0.56494
```



Below is a molecular structure, C8H14N3O3SZn in a non-equilibrium geometry, with properties calculated with ωB97M-V with the def2-TZVPD basis set.

Summary:
DFT total energy = -2880.70465 hartree
Kohn-Sham gap = 3.79 eV
Total charge = -1

```
30
C8H14N3O3SZn (ωB97M-V with the def2-TZVPD basis set)
C 2.08014 1.38433 -2.00168
Zn 0.82927 -0.25444 -2.16061
N -0.74261 -1.76765 -2.12705
N 0.56302 0.10751 -4.29063
H -1.56865 -1.21741 -1.85527
H 2.29192 -0.88741 -2.05919
H 2.49349 1.38576 -0.98800
H 1.41527 2.25751 -2.07458
H 2.85001 1.41895 -2.77976
H -0.38977 0.33780 -4.59211
H 0.90146 -0.71670 -4.79091
H 1.18416 0.89273 -4.50740
H -0.95398 -2.29649 -2.97170
H -0.58031 -2.44353 -1.37480
O 1.40716 2.51412 3.02773
S 1.39752 1.22221 2.38760
O 2.48189 0.30774 2.64479
N 1.03137 1.30156 0.75667
C -0.11154 0.72718 0.39185
O -0.47661 0.54846 -0.83214
C -0.89654 0.24082 1.56359
C -2.10340 -0.48534 1.63064
C -2.53526 -0.97352 2.87033
C -1.75566 -0.75104 4.02537
C -0.54038 -0.06143 3.94191
C -0.15002 0.42171 2.70734
H -2.68307 -0.64939 0.72274
H -3.46962 -1.54312 2.95527
H -2.08683 -1.12485 4.99159
H 0.11757 0.10393 4.78844
```